Formula: C67H52FGeNOsP3
Source: the Open Molecules 2025 dataset
Level of theory: ωB97M-V/def2-TZVPD

The geometry in XYZ format:
```
126
Properties=species:S:1:pos:R:3:forces:R:3:mulliken_spin:R:1
Os 0.1466 0.0686 0.0128 -0.485 1.184 -0.069 2.169
F -5.3179 0.2357 -0.7531 0.053 -0.006 0.036 0.004
Ge -3.5670 0.1788 -0.5428 -0.861 0.086 -0.139 0.077
C -3.5771 -1.2006 0.8815 0.393 0.370 -0.632 0.011
C -4.7870 -1.3187 1.5610 -0.053 0.076 -0.008 0.004
C -4.9813 -2.3407 2.4780 -0.015 0.022 0.036 0.002
C -3.9823 -3.2784 2.6936 -0.033 -0.019 0.014 0.003
C -2.7652 -3.1558 2.0454 0.136 -0.009 -0.075 -0.010
C -2.5483 -2.0994 1.1564 -0.017 0.281 -0.039 0.007
P -0.9156 -2.0089 0.3501 -0.354 -1.528 0.699 -0.049
C 0.1328 -2.7976 1.6085 -0.078 0.195 0.089 0.097
C 0.6450 -4.0855 1.4829 -0.138 0.068 -0.050 -0.014
C 1.2373 -4.6955 2.5805 -0.312 -0.043 0.068 0.006
C 1.3301 -4.0252 3.7919 -0.173 -0.062 0.020 0.001
C 0.8487 -2.7260 3.9113 -0.010 0.006 0.054 0.021
C 0.2535 -2.1128 2.8242 -0.210 -0.047 -0.100 0.013
C -1.0203 -3.1639 -1.0338 0.357 0.422 -0.155 -0.009
C 0.1635 -3.5625 -1.6617 -0.049 0.044 0.058 0.029
C 0.1329 -4.5921 -2.5857 0.073 -0.015 0.004 0.002
C -1.0719 -5.2115 -2.8948 -0.025 0.005 -0.006 0.003
C -2.2541 -4.7846 -2.3040 -0.006 0.018 -0.005 0.002
C -2.2363 -3.7543 -1.3780 -0.046 0.056 0.052 0.012
C -3.3842 2.0154 0.1754 0.361 -0.651 -0.202 -0.029
C -4.4263 2.8786 -0.1602 -0.031 -0.010 -0.083 0.002
C -4.5624 4.1016 0.4758 -0.011 -0.006 -0.051 0.001
C -3.6586 4.4771 1.4608 0.018 0.065 0.011 0.006
C -2.6040 3.6436 1.7837 0.003 -0.088 0.019 -0.009
C -2.4532 2.4157 1.1311 -0.020 -0.120 -0.130 0.040
P -0.9958 1.4491 1.6509 -0.274 0.867 0.650 0.170
C 0.3670 2.6493 1.5021 0.132 -0.426 -0.256 0.073
C 0.2592 3.7751 0.6765 0.011 0.050 -0.067 0.023
C 1.2306 4.7596 0.7254 0.008 0.025 -0.026 -0.007
C 2.3122 4.6280 1.5875 0.016 -0.045 -0.068 0.052
C 2.4590 3.4807 2.3635 0.122 -0.025 0.012 -0.013
C 1.5146 2.4778 2.2978 0.044 -0.065 -0.125 0.101
C -1.2934 1.2570 3.4356 0.119 -0.402 -0.101 0.023
C -2.2885 0.3531 3.8177 0.039 -0.024 -0.092 0.011
C -2.6519 0.2459 5.1485 -0.026 -0.049 0.039 -0.001
C -2.0274 1.0327 6.1073 0.023 0.036 -0.010 0.005
C -1.0498 1.9415 5.7288 -0.015 0.003 0.032 0.000
C -0.6778 2.0574 4.3984 -0.029 -0.017 -0.087 0.010
C -3.1732 -0.2079 -2.4599 0.367 0.092 0.907 -0.011
C -4.2668 -0.6598 -3.1936 -0.082 -0.031 -0.018 -0.001
C -4.2152 -0.6917 -4.5785 -0.014 -0.014 0.009 0.001
C -3.0781 -0.2569 -5.2443 -0.013 -0.015 -0.079 0.004
C -1.9705 0.1533 -4.5257 0.092 0.065 0.087 -0.003
C -2.0044 0.1543 -3.1289 -0.083 -0.123 0.294 -0.015
P -0.4737 0.6897 -2.3060 0.209 -0.027 -1.281 0.155
C 0.8575 -0.2458 -3.1272 0.094 -0.023 0.223 0.123
C 2.1729 0.1900 -2.9161 -0.132 -0.098 -0.108 0.001
C 3.2382 -0.4999 -3.4631 -0.022 0.054 0.064 -0.013
C 3.0024 -1.6395 -4.2238 0.003 -0.056 -0.029 0.031
C 1.7049 -2.0863 -4.4230 0.050 -0.018 -0.031 -0.009
C 0.6327 -1.4069 -3.8632 -0.076 0.116 -0.044 0.042
C -0.3287 2.4070 -2.8953 0.133 0.021 0.369 0.006
C 0.6351 2.8143 -3.8156 -0.025 -0.080 0.066 0.007
C 0.6305 4.1214 -4.2809 0.046 0.022 -0.016 -0.001
C -0.3206 5.0245 -3.8300 0.031 -0.026 -0.012 0.008
C -1.2988 4.6122 -2.9328 0.004 0.060 0.027 -0.002
C -1.3062 3.3092 -2.4680 0.017 -0.050 0.013 0.033
H -5.5833 -0.6134 1.3638 -0.020 -0.051 -0.013 0.000
H -5.9213 -2.4102 3.0091 -0.010 -0.037 -0.014 0.000
H -4.1475 -4.1100 3.3653 0.010 0.016 0.027 0.000
H -1.9980 -3.8983 2.2152 0.019 0.025 0.091 0.000
H 0.5624 -4.6204 0.5474 -0.026 -0.069 0.035 -0.002
H 1.6046 -5.7094 2.4915 0.028 0.004 -0.012 -0.001
H 1.7646 -4.5198 4.6505 0.037 0.007 0.006 0.000
H 0.9216 -2.2046 4.8566 -0.002 0.016 -0.005 0.001
H -0.1483 -1.1095 2.9238 -0.030 -0.063 0.099 -0.050
H 1.1012 -3.0788 -1.4061 0.056 -0.049 -0.025 -0.011
H 1.0492 -4.9236 -3.0559 0.004 0.006 0.005 0.001
H -1.0903 -6.0341 -3.5973 0.004 0.012 -0.020 0.000
H -3.1913 -5.2661 -2.5475 0.001 0.010 -0.029 0.000
H -3.1585 -3.4343 -0.9122 -0.007 -0.027 0.023 0.002
H -5.1455 2.5792 -0.9114 -0.058 0.009 0.073 0.000
H -5.3884 4.7498 0.2151 0.017 0.029 0.005 0.000
H -3.7723 5.4219 1.9753 -0.009 -0.006 0.012 0.000
H -1.8988 3.9422 2.5493 -0.026 0.046 0.019 0.000
H -0.5995 3.9072 0.0331 0.012 -0.014 0.022 0.004
H 1.1250 5.6440 0.1110 0.025 -0.010 -0.006 0.000
H 3.0538 5.4133 1.6466 0.000 0.019 0.011 -0.002
H 3.3097 3.3837 3.0255 0.011 -0.041 -0.037 0.000
H 1.6356 1.5753 2.8864 0.010 0.031 0.035 0.011
H -2.7891 -0.2542 3.0717 -0.004 0.016 0.096 0.015
H -3.4291 -0.4475 5.4409 0.003 -0.015 -0.017 0.000
H -2.3082 0.9473 7.1483 -0.023 -0.002 -0.001 0.000
H -0.5783 2.5739 6.4689 0.003 -0.012 0.009 0.000
H 0.0707 2.7846 4.1224 -0.026 0.036 0.057 0.002
H -5.1729 -0.9608 -2.6862 -0.014 0.074 -0.018 0.000
H -5.0791 -1.0274 -5.1361 0.015 -0.018 -0.022 0.000
H -3.0511 -0.2397 -6.3256 0.001 -0.010 -0.002 0.000
H -1.0789 0.4795 -5.0477 -0.028 0.000 -0.040 0.000
H 2.3509 1.0882 -2.3388 -0.129 -0.278 -0.240 0.004
H 4.2496 -0.1473 -3.3081 0.013 0.035 -0.014 0.000
H 3.8330 -2.1751 -4.6638 -0.006 0.000 -0.019 0.000
H 1.5227 -2.9666 -5.0250 -0.002 -0.013 0.014 0.000
H -0.3744 -1.7730 -4.0123 0.027 -0.029 -0.022 0.000
H 1.3673 2.1151 -4.1942 0.018 0.052 -0.020 0.001
H 1.3735 4.4290 -5.0045 -0.010 0.014 -0.004 0.000
H -0.3070 6.0448 -4.1888 -0.031 -0.002 -0.017 0.000
H -2.0566 5.3096 -2.6003 -0.026 -0.019 -0.010 0.000
H -2.0902 2.9843 -1.7946 -0.011 0.032 0.042 0.015
N 2.0070 0.0595 0.1772 -0.391 -0.291 0.128 0.524
C 3.2668 -0.0951 0.3153 0.959 -0.284 -0.067 0.067
C 4.2562 0.9931 0.1867 -0.270 0.087 0.032 0.027
C 5.4202 0.9598 0.9678 -0.033 -0.069 -0.008 0.027
C 6.4162 1.8987 0.7723 -0.072 -0.028 -0.030 -0.009
C 6.2811 2.8487 -0.2342 0.017 -0.005 0.076 0.035
C 5.1180 2.9017 -0.9935 -0.073 0.123 -0.107 -0.015
C 4.0933 2.0029 -0.7641 -0.140 0.140 0.129 0.017
C 3.8298 -1.4518 0.5426 -0.179 0.058 0.041 0.039
C 3.2955 -2.2884 1.5222 0.086 0.171 0.008 0.044
C 3.9358 -3.4785 1.8256 0.229 -0.052 0.054 -0.014
C 5.0796 -3.8558 1.1349 -0.095 0.031 -0.021 0.030
C 5.5812 -3.0465 0.1219 0.015 -0.014 -0.153 -0.008
C 4.9666 -1.8451 -0.1742 0.025 0.051 0.047 0.032
H 5.5399 0.2067 1.7343 -0.015 -0.074 -0.014 0.001
H 7.3029 1.8707 1.3905 0.020 0.030 -0.030 0.000
H 7.0815 3.5531 -0.4181 -0.017 0.011 -0.015 0.001
H 5.0123 3.6435 -1.7744 0.012 0.032 0.043 0.000
H 3.1702 2.0701 -1.3278 0.281 0.179 0.199 0.010
H 2.4282 -1.9691 2.0840 0.256 -0.026 -0.053 -0.004
H 3.5447 -4.1024 2.6176 0.287 0.109 -0.123 0.002
H 5.5822 -4.7809 1.3832 0.004 -0.007 0.006 0.001
H 6.4594 -3.3487 -0.4324 0.011 -0.004 0.016 0.001
H 5.3656 -1.2059 -0.9501 0.035 0.023 0.007 0.001
```
Forces are in eV/Å.

For the total energy, the calculation gives -5929.7390 Eh. Its spin multiplicity is 5. As for the expectation value of S²: 6.044. The net charge is +3. The calculation puts the strongest force on any atom at 1.7 eV/A.